No. 1
The following is a quantum chemistry calculation of the molecule C4H7N3 in a non-equilibrium geometry, from the OMol25 dataset.

net charge: 0
E_tot: -8726.3136 eV
SMILES: [H]\N=C(C)/C=N\C=N\[H]
ΔE to the lowest compared entry with this formula, charge and spin: 517.72 kJ/mol
frontier orbital gap: 7.0 eV

Each line ends with the Löwdin charge.
CARTESIAN COORDINATES (ANGSTROEM)
H 0.88706 -1.94937 -0.63586  0.056
N 0.67821 -1.71424 0.33890  0.090
C 0.22039 -0.49307 0.48415  -0.497
C -1.07601 -0.18642 1.21168  -0.050
C 1.27536 0.59291 0.71247  -0.153
N 1.32878 1.27436 -0.34571  0.135
C 0.25227 0.47761 -1.36244  -0.247
N -0.92648 0.91718 -1.54418  0.116
H -1.21464 0.79467 -2.51751  0.068
H -1.28494 0.88273 1.20705  0.075
H -0.98869 -0.52612 2.24549  0.091
H -1.88563 -0.70920 0.70038  0.082
H 1.87162 0.66986 1.62464  0.120
H 0.86270 -0.03089 -2.11907  0.115

Forces on the atoms, in the same order (eV/Å):
1.0 -0.7 0.9
-1.9 1.1 -2.6
2.2 -1.1 5.5
-0.3 0.1 -1.0
-1.5 -1.3 -0.6
-1.7 -1.3 -2.0
1.4 3.6 -0.9
1.2 0.4 0.1
-0.3 -0.8 0.3
0.0 0.0 0.0
0.1 -0.1 -0.1
-0.1 0.0 0.3
0.0 0.3 -0.3
-0.1 -0.2 0.3

***

No. 2
The following is a quantum chemistry calculation of a cluster of 17 separate species, C4H32BO24 in total in a non-equilibrium geometry, from the OMol25 dataset.

net charge: -1
E_tot: -54492.4454 eV
ΔE to the lowest compared entry with this formula, charge and spin: 227.24 kJ/mol
frontier orbital gap: 9.7 eV

Each line ends with the Löwdin charge.
CARTESIAN COORDINATES (ANGSTROEM)
O -0.98553 2.56228 -1.40104  0.171
C -0.54377 1.51011 -1.04163  -0.343
O -0.63545 0.98894 0.14478  0.234
B -0.12428 -0.38573 0.15655  -0.854
O 0.40524 -0.62817 -1.20424  0.177
C 0.11500 0.40565 -1.95695  -0.307
O 0.40710 0.48376 -3.13577  0.121
O -1.18445 -1.33281 0.55307  0.219
C -0.75896 -2.03696 1.58087  -0.342
O -1.34306 -2.99798 2.02771  0.138
C 0.63074 -1.50911 2.04344  -0.365
O 0.87435 -0.51490 1.22933  0.232
O 1.34893 -1.95656 2.89729  0.136
O -2.57887 -1.80791 -1.99189  -0.035
H -2.24224 -1.72770 -1.09014  0.009
H -2.09640 -2.55150 -2.36443  0.038
O -2.91640 5.45401 -1.48802  -0.056
H -2.69289 6.38770 -1.49766  0.048
H -2.23162 5.04769 -0.92957  0.003
O -2.42735 -6.01677 2.88529  -0.054
H -1.69981 -5.40720 2.70912  0.016
H -2.72819 -6.29201 2.01419  0.038
O 3.63721 -1.40571 0.86727  -0.054
H 3.13151 -1.49267 1.68222  0.011
H 3.23949 -2.06081 0.26642  0.010
O -0.57666 2.54019 -4.69664  -0.048
H -0.36519 1.68691 -4.27244  0.021
H -0.11760 2.52534 -5.54012  0.048
O -2.99861 3.23757 -3.35266  -0.075
H -3.11844 3.91676 -2.67375  -0.012
H -2.11037 3.38403 -3.68801  -0.031
O 2.99115 1.54383 -1.44847  -0.012
H 2.18788 1.43943 -1.96834  0.012
H 2.81813 2.30074 -0.88056  0.036
O 1.81098 -2.99796 -0.42085  -0.042
H 1.72550 -2.38953 -1.18861  0.025
H 2.13997 -3.82764 -0.78088  0.067
O 2.73947 -4.62874 2.44791  -0.045
H 2.16350 -3.91485 2.14749  0.001
H 2.14121 -5.27396 2.83778  0.045
O -3.70803 -3.01655 3.94721  -0.064
H -3.23223 -3.62631 3.37163  -0.007
H -3.14107 -2.24288 3.99616  0.020
O -0.65580 4.90686 0.13706  -0.052
H 0.19130 5.21406 0.47687  0.069
H -0.91827 4.18850 0.73007  0.049
O -2.78461 2.44392 1.45208  -0.038
H -2.12910 1.73747 1.50051  0.018
H -2.94272 2.69800 2.36714  0.039
O 2.99493 -2.97473 5.05291  -0.070
H 2.34013 -2.43755 5.50646  0.025
H 2.61237 -3.13734 4.18238  -0.025
O 3.15609 1.29761 1.93869  -0.055
H 2.60063 1.97899 1.55326  0.012
H 3.23463 0.63637 1.23937  -0.005
O 1.58369 -1.51647 -2.73187  -0.050
H 1.75754 -1.90422 -3.59487  0.072
H 0.89098 -0.85731 -2.88514  -0.030
O 0.35693 4.98848 -2.67955  -0.065
H 0.03629 4.81622 -1.78334  -0.023
H -0.27492 4.54910 -3.25505  0.001

Forces on the atoms, in the same order (eV/Å):
0.7 -0.5 0.1
-0.9 0.4 -1.7
0.1 -0.4 0.9
0.1 0.2 1.0
-1.9 1.4 2.2
-0.2 1.2 1.0
-1.2 1.1 0.5
0.4 0.3 -0.3
-0.6 -1.9 0.7
0.5 0.7 0.0
-0.5 -0.1 -0.8
0.6 0.4 -0.3
-0.5 0.2 -0.3
0.1 0.1 -0.1
-0.1 -0.1 0.0
0.0 0.0 0.0
0.0 -0.2 0.3
0.1 0.0 -0.1
-0.2 0.2 -0.2
0.1 0.1 0.0
0.0 0.1 0.0
0.0 0.0 0.0
0.3 0.1 -0.1
0.1 -0.1 0.1
0.0 0.3 0.3
0.1 -0.2 -0.1
-0.1 0.5 0.0
0.0 0.1 0.0
-0.4 0.2 0.0
0.0 0.0 -0.1
0.1 -0.3 -0.2
-0.1 0.0 0.2
0.2 0.1 -0.2
0.1 0.1 -0.1
-0.1 -0.1 0.0
-0.1 -0.2 -0.2
-0.1 0.0 0.0
-0.1 0.0 -0.1
0.0 0.0 -0.1
0.0 0.0 0.0
-0.1 0.0 0.1
0.0 0.0 0.0
0.0 0.0 -0.1
0.3 0.0 0.5
-0.1 0.1 0.0
-0.2 -0.1 -0.2
0.2 0.2 0.2
0.0 0.0 -0.2
-0.1 0.0 0.0
0.0 -0.1 0.3
0.0 0.1 -0.1
0.2 0.0 0.0
0.1 0.4 0.1
-0.1 0.0 0.1
0.1 -0.4 -0.1
1.8 -2.5 -1.4
0.3 0.0 -0.1
1.0 -1.1 -1.3
0.2 0.3 0.2
-0.1 -0.1 -0.2
0.0 -0.2 0.0

***

No. 3
The following is a quantum chemistry calculation of the ion C5H11N2 with charge +1 in a non-equilibrium geometry, from the OMol25 dataset.

net charge: +1
E_tot: -8332.9451 eV
SMILES: C=CN1C[C@H]1[NH2+]C
ΔE to the lowest compared entry with this formula, charge and spin: 402.72 kJ/mol
frontier orbital gap: 9.1 eV

Each line ends with the Löwdin charge.
CARTESIAN COORDINATES (ANGSTROEM)
C 3.09060 -0.97701 0.72341  0.085
C 2.41112 0.11237 0.28244  -0.221
N 1.06950 0.37051 0.60763  0.022
C 0.08451 -0.77000 0.63521  -0.121
C -0.24106 0.07178 -0.52616  -0.132
N -1.32624 1.01830 -0.41763  0.017
C -2.64883 0.40876 -0.59882  0.017
H 4.09960 -0.96124 0.53456  0.042
H 2.41908 -1.78868 0.92426  0.053
H 2.86643 1.10604 0.03990  0.123
H -0.72657 -0.74239 1.48479  0.164
H 0.45829 -1.69749 0.46735  0.070
H -0.04782 -0.15632 -1.61850  0.183
H -1.46604 1.44039 0.44329  0.149
H -1.13932 1.68674 -1.19629  0.210
H -2.68036 0.07341 -1.59986  0.100
H -2.81795 -0.37649 0.09178  0.095
H -3.40495 1.18131 -0.27734  0.143

Forces on the atoms, in the same order (eV/Å):
-3.7 2.1 -1.8
1.3 0.8 1.0
-4.7 -1.2 -1.5
-1.8 3.4 1.9
3.5 -0.4 0.3
0.4 -0.2 -2.5
-1.6 1.3 0.3
2.2 -0.6 0.1
0.7 -0.8 0.7
0.1 -1.3 -0.2
1.9 -0.1 -1.4
0.9 -2.8 -0.5
0.1 0.0 1.7
1.1 1.6 2.3
-0.5 0.1 1.2
-0.8 -0.3 -1.0
0.4 -1.0 0.6
0.6 -0.7 -1.1

***

No. 4
The following is a quantum chemistry calculation of a structure of composition C12H16BrCl2NY in a non-equilibrium geometry, from the OMol25 dataset.

net charge: -1
E_tot: -110325.4581 eV
ΔE to the lowest compared entry with this formula, charge and spin: 84.71 kJ/mol
frontier orbital gap: 4.3 eV

Each line ends with the Löwdin charge.
CARTESIAN COORDINATES (ANGSTROEM)
Y -2.00583 -0.86496 0.90368  0.464
Cl -2.73196 0.62499 -0.96956  -0.109
Cl -0.33537 -0.82372 2.73268  -0.123
C -3.67214 -0.27828 2.14444  -0.454
H -3.84455 -0.49484 3.22084  -0.160
H -4.56665 0.27633 1.79109  -0.161
C 1.29944 -1.84221 -0.83066  -0.121
C 0.06975 -2.18280 -0.59681  -0.212
H 2.03540 -1.66480 -0.01746  0.121
C -1.00429 -2.36700 -1.64961  -0.234
H -0.22097 -2.49231 0.44742  0.053
C -0.36462 -2.70623 -3.03318  -0.187
H -1.71135 -3.15637 -1.32276  0.115
H -1.58577 -1.44827 -1.84142  0.017
C 0.86368 -1.83104 -3.35864  -0.193
H -0.08419 -3.76370 -3.06123  0.105
H -1.15318 -2.57609 -3.78821  0.106
C 1.86077 -1.68279 -2.19595  -0.199
H 1.37316 -2.29175 -4.21354  0.100
H 0.54201 -0.84113 -3.69563  0.110
H 2.69078 -2.39325 -2.39856  0.113
H 2.35795 -0.69924 -2.23833  0.111
Br -0.72523 5.56068 -0.00135  0.697
C 0.12776 3.95322 0.55203  -0.665
C 1.37909 3.96704 1.16951  -0.129
C 1.94153 2.74679 1.54875  -0.066
C 1.20751 1.56939 1.33301  -0.193
N -0.01162 1.56237 0.78385  0.021
C -0.53077 2.72099 0.35984  -0.197
H 1.88167 4.91808 1.34854  0.097
H 2.91762 2.67439 2.02787  0.098
H 1.59516 0.60275 1.65580  0.048
H -1.49726 2.67449 -0.13302  0.026

Forces on the atoms, in the same order (eV/Å):
-1.1 1.3 0.7
-0.2 0.5 -1.1
1.0 -0.6 1.0
-0.5 -0.5 0.1
0.2 0.1 -0.3
0.3 -0.2 0.0
2.3 0.3 0.2
-2.4 -1.3 1.3
-0.7 -0.4 -0.4
0.5 -0.2 -0.9
0.7 0.5 -0.9
-0.4 0.0 0.5
0.3 0.3 -0.3
0.1 -0.2 0.5
-0.4 0.0 -0.1
0.1 0.0 0.1
0.4 0.0 0.0
0.7 0.3 -1.0
0.0 0.2 0.1
-0.1 -0.1 0.1
-0.4 0.1 0.6
-0.2 -0.2 -0.2
0.2 -0.2 0.1
0.1 -1.0 0.2
-0.2 0.0 -0.1
-0.5 -0.4 -0.2
0.0 0.6 0.1
0.2 0.5 -0.5
0.5 0.5 0.3
-0.1 -0.3 0.0
-0.2 0.2 -0.1
-0.2 0.2 -0.1
0.1 -0.1 0.1

***

No. 5
The following is a quantum chemistry calculation of a structure of composition C26H50Cl2N3NdO5Si in a non-equilibrium geometry, from the OMol25 dataset.

multiplicity: 4
net charge: 0
E_tot: -90686.4853 eV
ΔE to the lowest compared entry with this formula, charge and spin: 126.79 kJ/mol
frontier orbital gap (alpha / beta): 7.9 / 7.9 eV

Each line ends with the Mulliken spin population.
CARTESIAN COORDINATES (ANGSTROEM)
C -3.11495 1.68327 0.65015  0.000
C -2.55314 1.38796 1.98997  -0.001
H -4.20043 1.55064 0.61023  0.000
H -2.64969 1.04968 -0.12279  0.000
H -2.88971 2.72565 0.37271  0.000
C -3.22651 1.20113 3.12311  0.000
C -4.70273 1.27959 3.29873  0.000
H -2.66943 1.00243 4.04021  0.000
H -5.24940 1.43914 2.36149  0.000
H -4.97405 2.09830 3.98292  0.000
H -5.09365 0.36077 3.76197  0.000
Nd 0.55929 -0.35508 -0.08213  3.006
Cl -1.10935 -0.24991 -1.92120  -0.003
C 2.47883 0.04111 2.20396  0.005
O 2.00562 -0.93005 1.55673  -0.003
N 3.33228 -0.20398 3.17723  0.001
C 3.67180 -1.56822 3.54627  0.000
C 3.87277 0.87335 3.95768  0.000
H 2.24211 1.09491 1.98741  -0.002
H 3.23575 -2.26064 2.82590  0.000
H 3.28957 -1.78513 4.55401  0.000
H 4.76406 -1.67824 3.55960  0.000
H 3.48352 1.82811 3.58268  0.000
H 4.96859 0.87476 3.88888  0.000
H 3.57508 0.76488 5.00731  0.000
H 4.73308 -2.33485 -3.12305  0.000
H 4.16080 -0.37480 -4.75263  0.000
C 3.65331 -2.52503 -3.07121  0.000
C 3.10979 -0.65439 -4.61664  0.000
N 2.92677 -1.29300 -3.34475  0.001
H 3.38676 -2.89325 -2.08212  0.000
C 2.10920 -0.78430 -2.45925  -0.002
O 2.00902 -1.38798 -1.35469  0.001
H 2.49046 0.24705 -4.66249  0.000
H 1.57050 0.13901 -2.71999  0.000
H 3.39899 -3.27400 -3.83146  0.000
H 2.81569 -1.33227 -5.42545  0.000
H -3.36923 -1.26182 0.85276  0.000
H -2.98592 -1.85376 3.28062  0.000
C -2.90383 -2.21217 0.54965  0.000
C -2.60544 -2.82272 2.92294  0.000
N -2.02053 -2.66816 1.60947  0.000
H -2.33225 -2.04747 -0.36514  -0.001
C -0.70362 -2.74181 1.45938  0.001
O -0.12395 -2.56791 0.36999  -0.001
H -1.84721 -3.19085 3.62637  0.000
H -0.14202 -3.00803 2.35647  -0.001
H -3.68916 -2.96267 0.38866  0.000
H -3.43452 -3.53941 2.88153  0.000
O -0.88269 0.01992 1.52520  0.000
C -1.04024 1.24444 1.97383  -0.002
C -0.09582 0.21603 4.08719  0.000
C -0.34802 1.34751 3.32113  0.000
H -0.34824 -0.76141 3.67908  0.000
C 0.48200 0.34538 5.34664  0.000
H -0.63055 2.03188 1.32176  0.002
C 0.00305 2.60437 3.79817  0.000
H 0.66299 -0.54471 5.94615  0.000
C 0.82053 1.60356 5.83614  0.000
C 0.58466 2.73249 5.05116  0.000
H -0.19063 3.48057 3.18154  0.000
H 1.27069 1.70510 6.82190  0.000
H 0.85498 3.71859 5.42104  0.000
Si -3.52691 -0.55275 -6.34246  0.000
Cl -5.32420 0.11344 -5.54280  0.000
C -3.36322 -2.36713 -5.92289  0.000
C -2.16011 0.45423 -5.56982  0.000
C -3.60390 -0.29067 -8.19517  0.000
H -3.36471 -2.52037 -4.83502  0.000
H -2.42529 -2.77950 -6.32080  0.000
H -4.19398 -2.94845 -6.34585  0.000
H -4.43674 -0.85176 -8.64102  0.000
H -2.67489 -0.62501 -8.67840  0.000
H -3.74706 0.77122 -8.43805  0.000
H -2.14261 0.32834 -4.47724  0.000
H -2.28686 1.52478 -5.78481  0.000
H -1.17710 0.14780 -5.95810  0.000
C 2.88428 3.50707 -0.68565  0.001
C 2.53876 2.03296 -0.84514  -0.001
C 3.74469 1.20125 -0.35317  0.003
O 1.34295 1.77412 -0.24068  -0.004
H 2.99774 3.72670 0.38142  0.000
H 2.07468 4.11494 -1.08757  0.000
H 3.81162 3.74842 -1.20519  0.000
H 2.43559 1.85981 -1.95246  -0.001
H 3.99644 1.47381 0.68224  0.000
H 3.57728 0.11906 -0.39513  -0.001
H 4.62793 1.41409 -0.95917  0.000

Forces on the atoms, in the same order (eV/Å):
-0.3 0.2 -0.6
0.1 0.9 1.1
0.2 0.0 -0.1
-0.2 0.2 0.3
-0.1 -0.2 0.0
0.0 0.2 -0.1
-0.6 -0.1 0.2
0.0 0.1 -0.2
0.2 0.0 0.2
0.1 -0.1 -0.2
0.0 0.2 -0.1
-1.8 2.3 1.3
-1.6 0.1 -2.1
-0.1 -1.6 -0.2
1.1 0.9 1.4
0.1 0.2 0.2
0.2 0.0 0.2
0.3 0.4 0.4
-0.1 -0.3 0.0
0.1 0.2 0.1
0.1 0.0 -0.2
-0.2 0.0 0.0
0.1 -0.2 0.1
-0.2 0.1 0.1
0.1 0.1 -0.2
-0.2 0.0 0.0
-0.2 0.0 0.0
0.2 -0.1 -0.2
0.1 0.2 -0.6
0.2 0.1 -0.6
0.0 0.1 -0.2
0.5 -1.5 1.2
1.1 -0.1 -2.1
0.1 -0.2 0.0
0.0 -0.3 0.1
0.0 0.1 0.1
0.1 0.1 0.1
0.2 -0.2 -0.1
0.1 -0.2 -0.1
-0.2 0.1 0.0
-0.1 0.1 0.3
0.3 -0.2 0.4
-0.1 -0.1 0.2
-0.5 -0.1 -1.0
-0.3 -0.8 0.8
-0.2 0.1 -0.2
0.0 0.0 0.2
0.2 0.1 0.0
0.1 0.1 0.0
0.8 -3.4 -1.5
-0.8 1.4 1.4
0.1 0.0 0.1
-0.4 0.8 -0.1
0.0 0.2 0.1
0.1 0.0 0.0
0.2 0.2 -0.1
0.1 -0.1 0.3
0.0 0.1 0.0
0.0 0.0 0.0
0.1 0.1 0.2
0.0 -0.1 0.1
-0.1 0.0 -0.2
0.0 -0.1 0.0
0.4 -0.1 -0.1
-0.1 0.0 0.0
-0.1 -0.2 0.1
0.1 0.1 0.1
-0.1 0.0 -0.1
0.0 0.1 -0.2
-0.2 0.1 0.1
0.2 0.1 0.1
0.2 0.1 0.1
-0.2 0.1 0.1
0.0 -0.2 0.1
0.0 0.0 -0.3
0.0 -0.2 0.0
-0.2 0.0 0.1
0.1 0.0 -0.1
0.4 0.6 -0.7
0.0 0.0 0.1
0.0 -0.8 0.5
0.0 0.1 -0.1
0.0 0.0 0.0
0.1 0.2 0.0
0.3 0.1 0.3
0.0 0.0 -0.2
0.0 0.2 0.1
0.0 0.1 0.0

***

Copy entry 1 word for word.
The following is a quantum chemistry calculation of the molecule C4H7N3 in a non-equilibrium geometry, from the OMol25 dataset.

net charge: 0
E_tot: -8726.3136 eV
SMILES: [H]\N=C(C)/C=N\C=N\[H]
ΔE to the lowest compared entry with this formula, charge and spin: 517.72 kJ/mol
frontier orbital gap: 7.0 eV

Each line ends with the Löwdin charge.
CARTESIAN COORDINATES (ANGSTROEM)
H 0.88706 -1.94937 -0.63586  0.056
N 0.67821 -1.71424 0.33890  0.090
C 0.22039 -0.49307 0.48415  -0.497
C -1.07601 -0.18642 1.21168  -0.050
C 1.27536 0.59291 0.71247  -0.153
N 1.32878 1.27436 -0.34571  0.135
C 0.25227 0.47761 -1.36244  -0.247
N -0.92648 0.91718 -1.54418  0.116
H -1.21464 0.79467 -2.51751  0.068
H -1.28494 0.88273 1.20705  0.075
H -0.98869 -0.52612 2.24549  0.091
H -1.88563 -0.70920 0.70038  0.082
H 1.87162 0.66986 1.62464  0.120
H 0.86270 -0.03089 -2.11907  0.115

Forces on the atoms, in the same order (eV/Å):
1.0 -0.7 0.9
-1.9 1.1 -2.6
2.2 -1.1 5.5
-0.3 0.1 -1.0
-1.5 -1.3 -0.6
-1.7 -1.3 -2.0
1.4 3.6 -0.9
1.2 0.4 0.1
-0.3 -0.8 0.3
0.0 0.0 0.0
0.1 -0.1 -0.1
-0.1 0.0 0.3
0.0 0.3 -0.3
-0.1 -0.2 0.3

***

Question: ΔE to the lowest compared entry with this formula, charge and spin of number 4 (C12H16BrCl2NY)?
Answer: 84.71 kJ/mol